No. 1
ORCA calculation (ωB97M-V/def2-TZVPD) on a molecular structure, CBaF3NO2S2 in a non-equilibrium geometry.

CARTESIAN COORDINATES (ANGSTROEM)
Ba 2.051 -1.280 -1.137
N 0.663 0.491 0.123
S 1.388 1.873 0.941
S -0.573 -0.289 0.689
O -0.855 -0.361 2.119
O -0.499 -1.579 -0.096
C -2.081 0.576 -0.009
F -3.170 -0.094 0.336
F -2.146 1.807 0.471
F -1.994 0.623 -1.328

Summary:
Gap between HOMO and LUMO ... 0.1425 Eh
HOMO level ... -5.95 eV
Charge ... 0

---

No. 2
ORCA calculation (ωB97M-V/def2-TZVPD) on a single CBr2F4Si molecule in a non-equilibrium geometry.

CARTESIAN COORDINATES (ANGSTROEM)
F -1.961 -0.638 0.413
C -0.981 0.222 0.680
F -1.424 1.466 0.498
F -0.655 0.090 1.979
Si 0.890 -0.238 -0.600
F 0.323 -1.467 -1.438
Br 2.688 -0.881 0.422
Br 1.121 1.446 -1.953

Summary:
Energy relative to the best compared isomer or geometry (same formula, charge and spin) ... 0.0 kJ/mol
Gap between HOMO and LUMO ... 0.3946 Eh
HOMO level ... -10.88 eV
Charge ... 0
Structure (SMILES) ... FC(F)(F)[Si](F)(Br)Br

---

No. 3
ORCA calculation (ωB97M-V/def2-TZVPD) on a single CBr2FNO2 molecule in a non-equilibrium geometry.

CARTESIAN COORDINATES (ANGSTROEM)
C 0.329 -0.586 0.147
N -0.817 0.124 0.703
O -1.564 -0.486 1.396
O -0.874 1.274 0.385
F 0.242 -1.822 -0.227
Br 1.968 0.182 0.131
Br 2.084 1.577 -1.954

Summary:
Energy relative to the best compared isomer or geometry (same formula, charge and spin) ... 256.0 kJ/mol
Gap between HOMO and LUMO (alpha / beta) ... 0.2777 / 0.2774 Eh
HOMO level (alpha / beta) ... -9.86 / -9.57 eV
Charge ... 0

---

No. 4
ORCA calculation (ωB97M-V/def2-TZVPD) on 2 unconnected molecules or ions with the total composition CBrCl2FS.

CARTESIAN COORDINATES (ANGSTROEM)
C 0.701 0.373 0.375
F 1.716 0.257 -0.473
S -1.585 -1.741 0.082
Cl 1.300 0.435 2.008
Cl -0.310 1.659 -0.102
Br -1.822 -0.982 -1.891

Summary:
Energy relative to the best compared isomer or geometry (same formula, charge and spin) ... 72.0 kJ/mol
Gap between HOMO and LUMO (alpha / beta) ... 0.2971 / 0.2441 Eh
HOMO level (alpha / beta) ... -9.38 / -9.10 eV
Charge ... 0

---

No. 5
ORCA calculation (ωB97M-V/def2-TZVPD) on a molecular structure, CBrClFI in a non-equilibrium geometry.

CARTESIAN COORDINATES (ANGSTROEM)
C 0.653 0.047 -0.057
F 1.626 -0.691 -0.609
Cl -2.464 -0.441 -0.437
Br 0.600 1.794 -0.417
I -0.415 -0.709 1.520

Summary:
Energy relative to the best compared isomer or geometry (same formula, charge and spin) ... 260.5 kJ/mol
Gap between HOMO and LUMO (alpha / beta) ... 0.2164 / 0.3093 Eh
HOMO level (alpha / beta) ... -8.61 / -9.47 eV
Charge ... 0

---

No. 6
ORCA calculation (ωB97M-V/def2-TZVPD) on 2 unconnected molecules or ions with the total composition CBrClFI in a non-equilibrium geometry.

CARTESIAN COORDINATES (ANGSTROEM)
C 0.644 -0.005 -0.043
F 0.173 -0.612 1.070
Cl 1.371 -0.973 -1.198
Br 0.891 1.794 -0.010
I -3.079 -0.203 0.180

Summary:
Energy relative to the best compared isomer or geometry (same formula, charge and spin) ... 197.4 kJ/mol
Gap between HOMO and LUMO (alpha / beta) ... 0.3647 / 0.1872 Eh
HOMO level (alpha / beta) ... -10.21 / -8.28 eV
Charge ... 0

---

No. 7
ORCA calculation (ωB97M-V/def2-TZVPD) on a single CBrClN2O4 molecule in a non-equilibrium geometry.

CARTESIAN COORDINATES (ANGSTROEM)
C 0.371 -0.485 0.582
N 0.720 1.040 0.384
N -0.926 -0.942 -0.122
O 1.573 1.368 -0.435
O -1.778 -0.145 0.062
O -0.021 1.739 1.060
O -1.066 -1.999 -0.601
Cl 0.027 -0.827 2.224
Br 1.969 -1.454 -0.244

Summary:
2S+1 ... 3
Energy relative to the best compared isomer or geometry (same formula, charge and spin) ... 69.8 kJ/mol
Gap between HOMO and LUMO (alpha / beta) ... 0.3239 / 0.2531 Eh
HOMO level (alpha / beta) ... -9.24 / -11.18 eV
Charge ... 0
⟨S²⟩ ... 2.007

---

No. 8
ORCA calculation (ωB97M-V/def2-TZVPD) on a molecular structure, CBrClOS in a non-equilibrium geometry.

CARTESIAN COORDINATES (ANGSTROEM)
C -0.378 -0.410 -0.046
O -0.683 -1.516 0.055
S 0.575 0.905 -0.116
Cl -2.066 1.124 0.079
Br 2.553 -0.103 0.028

Summary:
2S+1 ... 3
Energy relative to the best compared isomer or geometry (same formula, charge and spin) ... 36.4 kJ/mol
Gap between HOMO and LUMO (alpha / beta) ... 0.2652 / 0.1971 Eh
HOMO level (alpha / beta) ... -7.36 / -10.14 eV
Charge ... 0
⟨S²⟩ ... 2.015

---

No. 9
ORCA calculation (ωB97M-V/def2-TZVPD) on 2 unconnected molecules or ions with the total composition CBrFNO2 in a non-equilibrium geometry.

CARTESIAN COORDINATES (ANGSTROEM)
C 0.815 -0.546 0.007
N -0.025 0.573 0.362
O 1.717 -0.042 0.760
O 0.667 -1.510 -0.664
F 0.073 1.529 -0.601
Br -3.247 -0.005 0.136

Summary:
Energy relative to the best compared isomer or geometry (same formula, charge and spin) ... 147.9 kJ/mol
Gap between HOMO and LUMO (alpha / beta) ... 0.1954 / 0.2258 Eh
HOMO level (alpha / beta) ... -4.12 / -4.46 eV
Charge ... -1

---

No. 10
ORCA calculation (ωB97M-V/def2-TZVPD) on a molecular structure, CBrFNO2 in a non-equilibrium geometry.

CARTESIAN COORDINATES (ANGSTROEM)
C -0.590 0.044 0.094
N 0.657 -0.559 0.391
O -0.828 1.160 -0.256
O -1.226 -1.006 0.403
F 2.515 -0.203 -0.627
Br 1.173 0.240 1.887

Summary:
2S+1 ... 3
Energy relative to the best compared isomer or geometry (same formula, charge and spin) ... 105.1 kJ/mol
Gap between HOMO and LUMO (alpha / beta) ... 0.2853 / 0.2377 Eh
HOMO level (alpha / beta) ... -4.29 / -5.14 eV
Charge ... -1
⟨S²⟩ ... 2.015